Molecular formula: C7H12NO
Method: DFT, ωB97M-V/def2-TZVPD

CARTESIAN COORDINATES (ANGSTROEM)
1 C -2.28120 1.65806 2.37580
2 C -1.30850 0.94721 2.07756
3 C 1.91151 -0.42942 1.61048
4 C 1.27616 -0.80061 0.24147
5 C -0.19869 0.23911 1.48315
6 C 1.88284 -0.15233 -0.99888
7 C -2.14147 -0.07951 -2.23017
8 N -0.09356 -0.35458 0.32587
9 O 0.80298 0.29992 2.19168
10 H -3.21776 2.15066 2.50309
11 H 2.19901 -1.11520 2.32821
12 H 2.68002 0.39253 1.54591
13 H 1.34022 -1.87261 -0.00437
14 H 2.33178 0.73932 -0.72330
15 H 1.21728 -0.18800 -1.86120
16 H 2.87831 -0.66422 -1.32410
17 H -3.23474 0.04778 -2.11393
18 H -1.72663 0.93746 -2.01385
19 H -1.58195 -0.92166 -1.72482
20 H -0.80367 -0.59548 -0.39606
21 H -1.93194 -0.23840 -3.29254

Output
Net charge = +1
Maximum force = 0.0975 Eh/bohr
DFT total energy = -403.546912 hartree
Energy above the lowest of the compared OMol25 structures with the same formula, charge and spin = 77.3 kcal/mol
HOMO-LUMO gap = 10.8 eV

Mulliken population analysis, charges in e, atoms 1 to 5: 0.07 -0.73 -0.52 0.30 0.64